# 1
A molecular structure, C43H30I3N4O4P2Se5TeTl, computed with ωB97M-V/def2-TZVPD.

Last column: Mulliken charge in e.
Element x y z (Å)
Tl1 -2.367 1.130 0.598  0.87
Se1 -2.895 -0.255 2.721  -0.17
Se2 -4.385 -1.787 1.777  -0.37
Te1 -3.016 -2.534 -0.208  0.17
Se3 -3.243 -0.389 -1.429  -0.41
Se4 4.345 -3.226 -0.934  -0.30
P1 2.862 -2.905 0.540  1.20
C1 3.624 -2.578 2.153  0.53
C2 4.275 -1.360 2.321  -0.38
C3 4.874 -1.054 3.530  -0.65
C4 4.837 -1.969 4.575  -0.47
C5 4.193 -3.184 4.407  -0.68
C6 3.579 -3.488 3.199  -0.37
C7 1.836 -4.407 0.737  0.14
C8 0.456 -4.336 0.907  0.08
C9 -0.293 -5.502 1.000  -0.62
C10 0.328 -6.739 0.940  -0.55
C11 1.706 -6.814 0.774  -0.76
C12 2.454 -5.654 0.661  -0.60
C13 1.647 -1.591 0.423  -0.53
C14 0.930 -0.802 -0.490  0.04
N1 -0.014 -0.174 0.243  0.70
N2 0.144 -0.503 1.512  -0.35
N3 1.126 -1.351 1.649  -0.60
P2 0.866 -0.690 -2.286  1.26
Se5 -0.042 1.030 -3.091  -0.37
C15 2.583 -0.773 -2.849  -0.02
C16 2.954 -1.532 -3.950  -0.24
C17 4.253 -1.467 -4.428  -0.70
C18 5.180 -0.637 -3.815  -0.48
C19 4.805 0.136 -2.725  -0.53
C20 3.509 0.071 -2.244  -0.21
C21 0.076 -2.255 -2.784  0.13
C22 0.658 -3.473 -2.444  0.15
C23 0.004 -4.661 -2.724  -0.88
C24 -1.240 -4.637 -3.344  -0.53
C25 -1.815 -3.425 -3.698  -0.61
C26 -1.157 -2.233 -3.424  -1.00
H1 4.285 -0.637 1.514  0.36
H2 5.346 -0.090 3.664  0.46
H3 5.294 -1.724 5.525  0.36
H4 4.145 -3.893 5.224  0.39
H5 3.050 -4.425 3.084  0.31
H6 -0.044 -3.379 0.960  0.19
H7 -1.367 -5.428 1.116  0.40
H8 -0.260 -7.646 1.017  0.38
H9 2.197 -7.778 0.718  0.39
H10 3.522 -5.704 0.484  0.41
H11 2.233 -2.183 -4.427  0.37
H12 4.544 -2.072 -5.278  0.37
H13 6.198 -0.597 -4.182  0.36
H14 5.526 0.783 -2.241  0.40
H15 3.209 0.677 -1.397  0.24
H16 1.635 -3.506 -1.978  0.34
H17 0.463 -5.601 -2.442  0.46
H18 -1.762 -5.564 -3.547  0.35
H19 -2.789 -3.399 -4.169  0.39
H20 -1.604 -1.277 -3.667  0.42
O1 -5.021 3.934 -1.222  -0.80
C27 -4.104 3.363 -0.648  0.21
O2 -4.188 2.421 0.198  -0.73
C28 -2.682 3.856 -0.938  0.97
C29 -2.554 5.075 -1.635  -1.04
C30 -1.316 5.570 -1.870  -0.85
C31 -0.183 4.860 -1.419  1.37
C32 1.131 5.333 -1.632  -0.91
C33 2.203 4.629 -1.167  -0.88
C34 2.001 3.422 -0.471  -0.78
C35 0.743 2.931 -0.269  0.29
C36 -0.382 3.641 -0.734  -0.51
N4 -1.653 3.157 -0.524  0.60
H21 -3.467 5.562 -1.942  0.54
H22 -1.175 6.509 -2.395  0.38
H23 1.267 6.267 -2.165  0.37
H24 3.209 4.997 -1.327  0.36
H25 2.846 2.881 -0.069  0.48
H26 0.596 2.000 0.253  0.33
I1 -0.644 2.861 3.064  0.43
I2 2.093 2.093 3.333  -0.41
I3 -9.631 4.958 2.707  0.00
C37 -7.546 4.758 2.629  0.08
C38 -6.779 5.832 2.210  -0.52
C39 -5.400 5.689 2.161  -0.32
C40 -4.800 4.497 2.538  0.27
C41 -5.588 3.426 2.944  -0.20
C42 -6.967 3.550 2.989  -0.60
C43 -3.293 4.376 2.465  0.62
O3 -2.632 5.254 1.926  -0.70
O4 -2.840 3.297 3.011  -0.85
H27 -7.249 6.761 1.915  0.34
H28 -4.766 6.496 1.820  0.43
H29 -5.107 2.491 3.199  0.39
H30 -7.583 2.714 3.289  0.38

Forces on the atoms, in the same order (eV/Å):
Tl -0.171 -0.282 -0.530
Se -0.045 0.073 0.194
Se 0.089 0.031 -0.009
Te -0.081 -0.039 0.061
Se -0.052 0.094 0.001
Se 0.006 0.083 -0.047
P -0.123 -0.128 -0.081
C -0.036 -0.011 0.029
C 0.010 0.017 0.013
C -0.005 0.008 -0.021
C -0.012 -0.020 0.011
C 0.013 0.012 0.013
C -0.004 -0.021 -0.021
C 0.019 -0.031 -0.012
C 0.032 0.020 0.056
C 0.008 0.016 0.019
C -0.005 0.000 0.001
C -0.005 -0.006 -0.004
C 0.014 0.004 -0.027
C 0.184 0.188 0.045
C -0.150 -0.393 -0.006
N 0.066 0.369 0.005
N -0.002 -0.006 0.034
N -0.009 0.014 0.021
P -0.037 0.036 -0.056
Se 0.003 -0.042 -0.045
C 0.002 -0.002 0.014
C -0.002 -0.023 -0.001
C 0.017 -0.008 0.001
C 0.004 0.004 0.020
C 0.008 0.001 0.000
C 0.010 -0.003 0.003
C 0.035 0.008 -0.028
C 0.015 -0.023 -0.041
C -0.003 -0.023 -0.010
C 0.014 0.012 0.003
C -0.002 0.001 -0.012
C 0.005 0.034 -0.037
H -0.006 0.000 -0.003
H 0.009 0.013 0.007
H 0.007 0.002 0.009
H 0.002 -0.003 0.009
H -0.003 0.002 -0.008
H 0.004 0.003 0.001
H -0.018 -0.009 -0.001
H -0.005 -0.004 -0.003
H -0.002 -0.012 0.000
H 0.003 0.007 0.004
H -0.016 0.003 -0.001
H 0.002 -0.007 -0.008
H 0.005 0.003 -0.009
H 0.006 -0.001 0.001
H -0.008 0.004 0.021
H 0.066 0.026 0.036
H -0.007 -0.005 0.004
H -0.011 -0.011 0.001
H -0.002 -0.004 -0.003
H 0.052 -0.057 -0.033
O -0.056 0.075 -0.041
C 0.062 -0.012 0.108
O -0.119 -0.051 0.110
C -0.006 -0.065 -0.029
C -0.055 -0.004 -0.026
C 0.043 0.034 -0.020
C 0.010 -0.070 0.037
C 0.028 -0.001 -0.007
C 0.030 0.021 -0.018
C -0.050 -0.031 0.066
C -0.015 0.075 0.065
C -0.059 0.012 -0.069
N 0.119 0.115 0.202
H 0.011 0.000 -0.001
H -0.002 0.007 -0.003
H -0.014 0.005 -0.003
H 0.007 0.002 0.007
H 0.029 -0.027 0.003
H -0.001 -0.050 0.045
I 0.168 0.040 0.202
I -0.024 0.044 -0.079
I -0.026 0.007 0.002
C 0.056 -0.023 0.002
C -0.018 0.026 -0.006
C 0.006 -0.009 0.000
C 0.011 -0.028 -0.002
C 0.058 0.046 -0.020
C -0.071 -0.007 0.005
C 0.063 0.026 -0.044
O -0.034 -0.002 -0.018
O -0.056 -0.048 -0.042
H 0.005 0.003 -0.003
H -0.003 0.008 -0.004
H 0.005 -0.029 0.003
H 0.008 -0.002 0.002

Output
total charge	-2
LUMO level	3.27	eV
gap between HOMO and LUMO	6.2093	eV
HOMO level	-2.939	eV



# 2
A molecular structure, C43H32AsN4NiO3S2, computed with ωB97M-V/def2-TZVPD.

Last column: Mulliken spin population.
Element x y z (Å)
Ni1 -0.009 0.244 -0.234  1.76
S1 3.696 6.234 0.356  0.00
C1 2.969 7.546 -0.456  0.00
C2 1.926 7.146 -1.230  0.00
C3 1.710 5.746 -1.166  0.00
C4 2.597 5.101 -0.348  0.00
C5 2.659 3.676 -0.007  0.00
C6 1.613 2.818 -0.396  -0.01
N1 1.559 1.551 -0.058  0.04
C7 2.557 1.011 0.678  -0.01
C8 3.674 1.756 1.059  0.00
C9 4.732 1.102 1.781  0.00
C10 4.659 -0.213 2.078  0.00
C11 3.513 -0.995 1.703  0.00
C12 3.394 -2.369 1.959  0.00
C13 2.268 -3.063 1.563  0.00
C14 1.240 -2.318 0.947  -0.01
N2 1.326 -1.033 0.712  0.05
C15 2.454 -0.370 1.043  0.03
C16 2.126 -4.505 1.772  0.00
C17 3.027 -5.370 2.331  0.00
C18 2.563 -6.708 2.383  0.00
C19 1.314 -6.842 1.861  0.00
S2 0.697 -5.355 1.301  0.00
C20 3.699 3.114 0.710  0.00
H1 3.349 8.546 -0.314  0.00
H2 1.341 7.824 -1.835  0.00
H3 0.927 5.241 -1.717  0.00
H4 0.795 3.180 -1.009  0.00
H5 5.595 1.691 2.070  0.00
H6 5.465 -0.702 2.612  0.00
H7 4.205 -2.879 2.463  0.00
H8 0.325 -2.804 0.635  0.00
H9 4.001 -5.072 2.695  0.00
H10 3.134 -7.530 2.791  0.00
H11 0.721 -7.739 1.772  0.00
H12 4.552 3.714 1.007  0.00
O1 -1.650 0.034 0.889  0.03
As1 -3.095 0.674 0.326  -0.01
C21 -3.003 2.580 0.130  0.00
C22 -1.948 3.214 0.775  0.00
C23 -1.802 4.589 0.670  0.00
C24 -2.703 5.322 -0.092  0.00
C25 -3.767 4.687 -0.719  0.00
C26 -3.928 3.314 -0.602  0.00
C27 -3.577 -0.259 -1.278  0.00
C28 -3.874 0.354 -2.488  0.00
C29 -4.107 -0.433 -3.608  0.00
C30 -4.030 -1.816 -3.518  0.00
C31 -3.726 -2.426 -2.306  0.00
C32 -3.499 -1.647 -1.183  0.00
C33 -4.403 0.326 1.681  0.00
C34 -3.980 -0.240 2.877  0.00
C35 -4.898 -0.437 3.899  0.00
C36 -6.224 -0.066 3.721  0.00
C37 -6.642 0.496 2.520  0.00
C38 -5.731 0.696 1.496  0.00
H13 -1.245 2.628 1.355  0.00
H14 -0.988 5.086 1.183  0.00
H15 -2.581 6.393 -0.194  0.00
H16 -4.472 5.263 -1.304  0.00
H17 -4.774 2.830 -1.074  0.00
H18 -3.902 1.432 -2.570  0.00
H19 -4.339 0.038 -4.554  0.00
H20 -4.205 -2.423 -4.397  0.00
H21 -3.663 -3.503 -2.237  0.00
H22 -3.253 -2.107 -0.234  0.00
H23 -2.941 -0.520 2.993  0.00
H24 -4.578 -0.876 4.835  0.00
H25 -6.939 -0.218 4.519  0.00
H26 -7.678 0.780 2.386  0.00
H27 -6.054 1.130 0.556  0.00
C39 0.363 -3.207 -4.681  0.00
N3 0.064 -1.944 -4.015  0.00
C40 -0.480 -0.893 -4.679  0.00
C41 -0.808 0.265 -4.065  0.01
C42 -0.556 0.332 -2.659  0.00
O2 -0.882 1.297 -1.899  0.05
N4 0.072 -0.685 -2.042  0.04
C43 0.391 -1.859 -2.650  0.01
O3 0.918 -2.808 -2.093  0.00
H28 0.021 -3.155 -5.712  0.00
H29 -0.137 -4.025 -4.168  0.00
H30 1.433 -3.406 -4.656  0.00
H31 -0.644 -1.039 -5.739  0.00
H32 -1.247 1.099 -4.589  0.00

Forces on the atoms, in the same order (eV/Å):
Ni -0.142 -0.385 -0.255
S -0.046 -0.083 -0.032
C 0.025 0.029 0.042
C -0.017 0.014 -0.064
C -0.086 -0.087 -0.087
C 0.102 0.129 0.116
C 0.139 -0.008 0.045
C -0.144 0.115 -0.144
N -0.034 -0.262 0.162
C 0.073 0.180 -0.013
C 0.067 -0.022 0.030
C 0.003 0.018 0.005
C 0.025 0.020 -0.001
C 0.023 0.019 0.010
C -0.009 -0.055 0.005
C 0.115 0.027 0.043
C -0.088 -0.100 0.007
N -0.088 0.345 0.120
C 0.087 -0.162 0.055
C -0.124 -0.096 -0.019
C 0.092 0.012 0.034
C 0.049 -0.013 0.032
C -0.057 -0.036 -0.011
S 0.044 0.074 0.001
C -0.065 0.028 -0.073
H -0.007 -0.050 -0.021
H 0.001 -0.041 0.036
H 0.047 0.043 0.022
H -0.058 -0.049 0.086
H -0.018 -0.039 0.008
H -0.013 0.012 -0.027
H -0.011 0.009 -0.013
H -0.021 0.034 -0.029
H -0.048 -0.006 -0.013
H -0.027 0.037 -0.026
H 0.042 0.049 0.004
H -0.020 0.004 0.005
O 0.330 0.162 -0.093
As -0.351 -0.008 -0.005
C 0.179 -0.086 -0.103
C 0.051 -0.059 -0.022
C -0.016 0.029 -0.024
C 0.010 -0.017 0.010
C -0.012 0.014 -0.013
C -0.016 -0.043 0.054
C 0.058 -0.008 0.031
C -0.059 0.001 0.019
C -0.041 0.025 0.031
C -0.008 -0.039 0.033
C 0.005 0.026 -0.055
C -0.042 0.122 0.031
C 0.073 -0.027 0.009
C 0.013 -0.013 -0.041
C -0.050 0.013 -0.003
C 0.022 -0.016 -0.002
C -0.039 0.010 0.003
C 0.071 -0.042 -0.045
H 0.012 0.027 0.013
H 0.003 0.000 -0.036
H -0.006 -0.012 0.030
H -0.006 -0.005 0.024
H 0.003 0.022 -0.041
H 0.060 -0.013 -0.028
H -0.001 -0.010 0.006
H -0.008 0.010 0.019
H -0.003 0.000 -0.005
H 0.014 -0.066 -0.004
H 0.010 0.000 0.034
H -0.004 0.005 -0.020
H 0.020 0.001 -0.015
H 0.025 -0.009 0.000
H -0.046 0.012 0.017
C 0.038 -0.010 0.025
N 0.049 -0.011 -0.014
C -0.019 0.067 0.042
C 0.038 0.043 -0.006
C -0.004 0.020 -0.038
O -0.001 0.107 0.092
N -0.100 0.103 0.099
C 0.042 -0.063 -0.042
O -0.083 0.080 0.004
H -0.003 0.032 -0.002
H -0.026 0.010 0.004
H 0.012 0.025 -0.008
H -0.006 -0.057 0.014
H -0.001 -0.054 -0.016

Output
total charge	+1
LUMO level (spin up / spin down)	-2.95 / -2.95	eV
gap between HOMO and LUMO (spin up / spin down)	7.3096 / 7.3085	eV
HOMO level (spin up / spin down)	-10.260 / -10.258	eV
2S+1	3



# 3
A molecular structure, C43H33BiCl2N3O4P in a non-equilibrium geometry, computed with ωB97M-V/def2-TZVPD.

Last column: Mulliken charge in e.
Element x y z (Å)
Bi1 0.630 0.882 1.449  2.52
O1 -1.419 2.102 1.373  -0.69
C1 -2.574 1.613 1.571  0.31
C2 -3.693 2.280 0.985  -0.50
C3 -4.969 1.816 1.106  -0.47
C4 -5.247 0.674 1.874  -0.76
C5 -4.218 0.038 2.505  -0.87
C6 -2.872 0.456 2.369  0.76
C7 -1.927 -0.266 3.127  -0.54
N1 -0.637 -0.241 3.081  0.11
C8 0.086 -1.002 4.065  -1.11
C9 1.605 -0.910 3.843  -0.71
N2 1.929 0.363 3.283  0.04
C10 2.903 1.081 3.710  -0.38
C11 3.214 2.402 3.299  0.86
C12 4.453 2.949 3.689  -0.65
C13 4.774 4.256 3.439  -0.79
C14 3.835 5.077 2.807  -0.52
C15 2.621 4.579 2.416  -0.61
C16 2.266 3.228 2.627  0.25
O2 1.076 2.851 2.286  -0.77
H1 -3.473 3.173 0.416  0.44
H2 -5.778 2.331 0.606  0.43
H3 -6.264 0.323 1.978  0.42
H4 -4.420 -0.829 3.125  0.33
H5 -2.380 -0.928 3.877  0.34
H6 -0.152 -0.616 5.064  0.49
H7 -0.220 -2.055 4.030  0.51
H8 2.122 -1.084 4.796  0.46
H9 1.925 -1.676 3.133  0.11
H10 3.549 0.658 4.489  0.29
H11 5.169 2.301 4.178  0.38
H12 5.732 4.653 3.742  0.40
H13 4.075 6.115 2.629  0.42
H14 1.891 5.199 1.920  0.46
Cl1 4.964 2.201 -1.218  -0.24
C17 4.496 0.556 -0.980  0.54
C18 5.207 -0.456 -1.606  -0.59
C19 4.845 -1.770 -1.421  0.95
Cl2 5.736 -3.019 -2.237  -0.28
C20 3.759 -2.107 -0.598  -0.22
C21 3.341 -3.431 -0.353  -1.15
C22 2.217 -3.662 0.393  -1.30
C23 1.527 -2.564 0.923  -0.57
N3 1.934 -1.330 0.769  0.73
C24 3.015 -1.058 0.024  -0.16
C25 3.400 0.326 -0.125  -0.11
O3 2.796 1.289 0.450  -0.61
H15 6.040 -0.196 -2.239  0.48
H16 3.913 -4.249 -0.768  0.45
H17 1.874 -4.665 0.593  0.47
H18 0.621 -2.699 1.501  0.56
O4 -1.056 -0.421 -0.217  0.66
P1 -1.548 -0.535 -1.606  0.82
C26 -0.436 -1.588 -2.599  0.30
C27 -0.855 -2.717 -3.288  -0.35
C28 0.065 -3.492 -3.972  -0.65
C29 1.399 -3.118 -4.007  -0.75
C30 1.818 -1.981 -3.332  -0.57
C31 0.906 -1.228 -2.616  -0.62
C32 -3.179 -1.333 -1.591  0.11
C33 -3.224 -2.571 -0.961  -0.46
C34 -4.429 -3.228 -0.807  -0.80
C35 -5.597 -2.642 -1.271  -0.55
C36 -5.553 -1.395 -1.872  -0.66
C37 -4.346 -0.736 -2.035  -0.48
C38 -1.630 1.024 -2.533  0.49
C39 -1.901 1.001 -3.896  -0.57
C40 -1.843 2.170 -4.632  -0.78
C41 -1.519 3.367 -4.008  -0.49
C42 -1.257 3.389 -2.648  -1.04
C43 -1.306 2.219 -1.908  -0.28
H19 -1.899 -2.995 -3.281  0.39
H20 -0.261 -4.391 -4.478  0.44
H21 2.108 -3.712 -4.565  0.44
H22 2.854 -1.673 -3.359  0.55
H23 1.233 -0.361 -2.059  0.35
H24 -2.300 -3.000 -0.597  0.47
H25 -4.459 -4.194 -0.323  0.43
H26 -6.539 -3.158 -1.158  0.40
H27 -6.466 -0.932 -2.213  0.43
H28 -4.307 0.237 -2.501  0.43
H29 -2.148 0.064 -4.373  0.46
H30 -2.050 2.150 -5.691  0.41
H31 -1.476 4.280 -4.586  0.41
H32 -1.000 4.316 -2.156  0.49
H33 -1.091 2.225 -0.849  0.62

Forces on the atoms, in the same order (eV/Å):
Bi -0.233 0.894 -0.978
O 0.537 -0.220 0.286
C -0.541 0.010 -0.005
C 0.018 0.048 -0.125
C 0.092 -0.035 -0.034
C -0.211 -0.210 0.117
C -0.016 0.018 -0.063
C -0.322 0.382 -0.342
C 0.269 -0.361 0.357
N -0.389 0.185 -0.338
C 0.219 -0.347 0.648
C 0.013 -0.552 0.287
N 0.193 0.439 0.059
C 0.045 -0.438 0.265
C 0.014 0.627 -0.211
C -0.104 -0.038 -0.076
C 0.217 -0.081 0.141
C -0.084 -0.125 -0.045
C 0.021 0.017 -0.059
C 0.442 0.284 0.381
O -0.176 -0.237 -0.074
H 0.026 0.038 -0.055
H -0.061 0.093 -0.009
H -0.028 -0.047 0.017
H -0.012 -0.014 0.023
H 0.062 -0.016 -0.051
H 0.055 -0.051 -0.058
H 0.053 0.057 0.107
H -0.018 0.008 -0.125
H -0.047 0.002 0.228
H -0.049 -0.014 -0.026
H 0.041 -0.049 0.111
H 0.059 0.005 0.002
H -0.008 0.120 -0.055
H -0.087 0.084 -0.034
Cl 0.119 0.088 -0.081
C -0.342 0.116 0.354
C -0.135 -0.458 -0.005
C 0.284 0.305 -0.072
Cl 0.101 -0.114 -0.084
C -0.158 0.174 0.145
C -0.204 0.002 0.049
C 0.171 -0.022 -0.057
C -0.033 -0.053 -0.119
N -0.506 0.055 0.258
C 0.848 -0.325 -0.414
C 0.518 0.177 -0.429
O -0.494 -0.117 0.289
H 0.091 -0.034 -0.087
H -0.024 -0.020 -0.031
H -0.060 -0.070 -0.021
H -0.102 -0.072 0.043
O 0.483 0.240 0.810
P -0.425 -0.360 -1.053
C -0.417 0.257 0.249
C -0.129 -0.009 0.041
C 0.059 -0.085 -0.109
C -0.033 -0.059 -0.030
C 0.126 0.101 -0.015
C -0.034 0.010 0.029
C 0.519 0.301 -0.075
C 0.064 -0.051 0.033
C 0.029 -0.123 0.045
C -0.006 0.032 -0.002
C -0.179 -0.001 -0.041
C 0.061 0.042 -0.074
C 0.047 -0.432 0.237
C -0.028 -0.019 0.023
C -0.098 -0.029 -0.094
C -0.031 0.035 0.080
C 0.037 0.099 0.008
C 0.023 -0.103 0.058
H -0.093 -0.066 -0.005
H -0.011 -0.002 -0.068
H 0.077 -0.025 0.004
H 0.074 -0.044 -0.001
H 0.087 0.139 -0.010
H -0.005 -0.128 0.084
H -0.016 -0.075 0.032
H -0.080 -0.004 0.020
H -0.106 0.056 -0.050
H -0.050 0.114 -0.037
H 0.007 -0.109 -0.163
H -0.015 -0.006 -0.101
H 0.026 0.029 -0.013
H 0.018 0.083 0.024
H -0.046 0.085 0.165

Output
total charge	0
LUMO level	-0.04	eV
gap between HOMO and LUMO	7.0681	eV
HOMO level	-7.106	eV



Record-wise energy values, in Ha: -16200.372385 -6642.948676 -3600.081981
Record-wise relative energy (zero: lowest compared OMol25 entry of this formula, charge and spin) values, in kJ/mol: 1.62 0.00 18.26